Computed, not measured: C6H10N2O2 as an isolated structure in a non-equilibrium geometry, with ωB97M-V/def2-TZVPD.

Output
orbital gap	8.962	eV
calculated total energy	-13451.8754	eV

Each line ends with the Löwdin charge.
Atoms and positions in Å:
C 2.280 -1.464 -0.181  -0.076
C 1.067 -0.579 0.069  -0.495
C -1.077 -0.167 0.747  -0.396
C -0.896 1.339 0.430  -0.195
C 0.101 1.514 -0.605  -0.178
C -2.269 -0.529 0.017  -0.461
H 3.412 -0.381 -0.734  0.194
H 2.586 -2.242 1.008  0.182
H 1.766 -2.109 -1.253  0.146
H -1.294 -0.245 1.891  0.204
H -1.965 1.608 0.243  0.112
H -0.563 2.029 1.417  0.175
H -0.137 1.180 -1.742  0.177
H 0.439 2.611 -0.236  0.152
H 2.313 1.250 -0.553  0.183
H -1.486 -2.021 -0.111  0.049
N -0.125 -1.013 0.494  0.061
N 1.368 0.756 -0.076  -0.022
O -2.331 -1.774 -0.422  0.153
O -3.189 0.240 -0.403  0.033

***

Computed, not measured: C6H10N2O2 as an isolated structure in a non-equilibrium geometry, with ωB97M-V/def2-TZVPD.

Output
orbital gap	9.757	eV
calculated total energy	-13453.5341	eV

Each line ends with the Löwdin charge.
Atoms and positions in Å:
O 2.241 0.714 -0.816  0.003
C 1.369 -0.010 -0.001  -0.282
C 1.649 -0.020 1.521  -0.108
N 0.415 0.767 1.769  0.044
C 0.038 0.650 0.369  -0.382
C -0.734 1.647 -0.410  0.002
C -1.344 0.284 -0.130  -0.168
C -1.494 -0.684 -1.210  -0.200
N -1.390 -0.869 -2.417  0.097
H 2.465 1.548 -0.378  0.106
H 1.269 -1.008 -0.447  0.153
H 1.647 -1.020 1.975  0.117
H 2.565 0.515 1.811  0.113
H -0.232 0.339 2.424  0.110
H -1.168 2.488 0.131  0.120
H -0.416 1.847 -1.434  0.123
H -2.126 0.244 0.632  0.145
O -1.418 -2.578 -0.934  -0.250
H -1.332 -2.287 -2.294  0.230
H -2.004 -2.568 -0.158  0.027

***

Computed, not measured: C6H10N2O2 as an isolated structure in a non-equilibrium geometry, with ωB97M-V/def2-TZVPD.

Output
orbital gap	9.707	eV
calculated total energy	-13453.0013	eV

Each line ends with the Löwdin charge.
Atoms and positions in Å:
O -0.029 -1.455 -0.646  0.014
C 0.454 -0.181 -0.940  -0.488
C 1.905 -0.131 -1.300  -0.051
C 0.856 0.075 -2.367  -0.061
C -0.119 0.962 -0.147  -0.195
N -1.483 0.847 0.320  0.085
C -0.419 0.942 1.319  -0.203
C -0.200 -0.229 2.199  -0.199
N -0.418 -0.412 3.403  0.087
H -0.967 -1.508 -0.877  0.110
H 2.485 0.732 -0.969  0.111
H 2.442 -1.079 -1.296  0.117
H 0.687 -0.740 -3.071  0.112
H 0.714 1.077 -2.774  0.105
H 0.188 1.946 -0.514  0.154
H -2.011 1.711 0.248  0.118
H -0.304 1.882 1.862  0.150
O -1.175 -1.635 1.656  -0.213
H -1.392 -1.296 0.757  0.010
H -1.212 -1.508 3.138  0.238

***

Computed, not measured: a 2-piece molecular cluster, C6H10N2O2 overall in a non-equilibrium geometry, with ωB97M-V/def2-TZVPD.

Output
structure (SMILES)	[H]/N=C1\C=CCC1.C=[N+]([O-])O
orbital gap	9.703	eV
calculated total energy	-13453.5801	eV

Each line ends with the Löwdin charge.
Atoms and positions in Å:
H -0.486 2.546 0.597  0.040
N -0.143 1.834 1.220  0.148
C 0.483 0.878 0.638  -0.442
C 1.050 0.904 -0.737  -0.055
C 1.954 -0.097 -0.760  -0.080
C 1.838 -1.133 0.343  -0.154
C 0.944 -0.309 1.322  -0.146
H 1.098 1.604 -1.476  0.082
H 2.536 -0.195 -1.630  0.087
H 1.395 -2.072 -0.071  0.124
H 2.823 -1.299 0.813  0.107
H 0.251 -1.031 1.704  0.097
H 1.757 0.059 2.104  0.170
C -1.527 -0.108 -1.267  0.052
N -2.133 -0.572 -0.243  -0.337
O -1.989 -1.497 0.530  0.015
O -3.270 0.341 0.037  -0.017
H -1.778 0.800 -1.796  0.107
H -0.708 -0.557 -1.728  0.073
H -4.093 -0.097 0.401  0.130

***

Computed, not measured: C6H10N2O2P2 as an isolated structure in a non-equilibrium geometry, with ωB97M-V/def2-TZVPD.

Output
orbital gap	8.714	eV
calculated total energy	-32035.1527	eV

Each line ends with the Löwdin charge.
Atoms and positions in Å:
C 1.927 0.401 -0.136  -0.112
C 0.968 1.292 -0.345  -0.277
C -0.055 -0.625 0.223  -0.307
C 3.476 0.369 -0.388  -0.593
C 1.023 2.710 -0.634  -0.049
C -1.104 -1.680 0.538  -0.009
N 1.312 -0.824 0.067  -0.139
N -0.238 0.617 -0.147  -0.253
O 3.864 -0.843 -0.363  -0.196
O 4.075 1.428 -0.616  0.024
P 2.443 -2.185 0.592  0.907
P -1.708 1.534 -0.068  0.977
H 0.447 3.419 -0.057  0.068
H 2.015 2.977 -0.903  0.082
H 0.478 2.750 -1.554  0.073
H -1.845 -1.739 -0.272  0.092
H -0.601 -2.610 0.457  0.026
H -1.458 -1.513 1.551  0.089
H 2.722 -2.833 -0.642  -0.070
H 1.291 -3.079 0.597  -0.137
H -2.445 0.907 1.003  -0.066
H -2.196 0.765 -0.991  -0.131

***

Computed, not measured: one molecule with the formula C6H10N2O3S in a non-equilibrium geometry, with ωB97M-V/def2-TZVPD.

Output
orbital gap (alpha / beta)	9.299 / 5.866	eV
calculated total energy	-26335.0101	eV

Each line ends with the Löwdin charge.
Atoms and positions in Å:
C -2.249 0.101 -1.000  0.230
C -1.009 0.254 -0.704  -0.353
C 0.230 0.493 1.449  -0.378
C 0.499 1.471 2.598  0.027
C 0.468 -1.613 -1.615  -0.112
C 0.181 -0.126 -1.560  -0.228
N -0.606 0.995 0.483  0.121
N 0.823 -0.593 1.209  0.101
O 2.407 -2.578 1.672  -0.259
O 2.858 -0.127 2.104  -0.255
O 1.340 -1.370 3.512  -0.312
S 2.006 -1.322 2.206  0.457
H -3.082 0.105 -1.680  0.054
H 1.684 1.249 2.707  0.124
H 0.126 2.387 2.253  0.051
H 0.042 1.034 3.574  0.133
H 1.196 -1.868 -2.368  0.058
H -0.451 -2.204 -2.087  0.112
H 0.654 -1.961 -0.524  0.082
H 0.048 0.246 -2.703  0.168
H 1.001 0.333 -1.224  0.052
H -1.028 1.836 0.794  0.127